This record from OMol25 describes a molecular structure, C22H30CrN3O3S4Sb. The level of theory is ωB97M-V with the def2-TZVPD basis set.

Properties
Energy relative to the best compared isomer or geometry (same formula, charge and spin), kcal per mole: 24.0
Strongest force on any atom, eV/A: 0.70
Orbital gap (alpha / beta), Eh: 0.1814 / 0.1848
E_tot, hartree: -4123.8633
E_HOMO (alpha / beta), eV: -0.86 / -0.96
M, g/mol: 686.5

The geometry in ORCA input format:
```
! wB97M-V def2-TZVPD RIJCOSX def2/J DEFGRID3
* xyz -2 3
Cr 0.3674 -0.8532 0.9645
S 4.3440 -4.0257 1.9462
Sb 2.2012 -3.3025 2.3560
S 2.2074 -0.8357 2.3181
S 1.1134 -3.0154 0.1586
C -1.7665 -3.1286 2.1392
C -0.9454 -1.9040 1.9662
O -0.8641 -0.9911 2.7447
H -2.1167 -3.1917 3.1683
H -1.1642 -3.9936 1.8660
H -2.6098 -3.0723 1.4468
C -2.6512 -3.8406 -3.1573
C -1.4997 -3.9785 -2.1917
N -1.6890 -3.0433 -1.0991
C -2.0011 -1.7267 -1.3433
N -1.6576 -0.8229 -0.4905
C -2.0950 0.5608 -0.6768
C -3.2378 0.7203 -1.6611
C -2.9111 -0.0937 -2.8893
N -2.7534 -1.4815 -2.4975
C -2.6988 -2.4028 -3.6201
H -3.5865 -4.0953 -2.6508
H -2.5264 -4.5036 -4.0160
H -0.5489 -3.8009 -2.7114
H -1.4490 -4.9817 -1.7691
H -0.9238 -3.1146 -0.4138
H -1.2349 1.1466 -1.0117
H -2.3677 0.9625 0.2954
H -3.3653 1.7752 -1.9165
H -4.1760 0.3548 -1.2323
H -1.9923 0.2904 -3.3561
H -3.7072 -0.0509 -3.6360
H -1.8190 -2.1956 -4.2478
H -3.5813 -2.2198 -4.2377
O 3.1334 4.1308 6.9459
C 2.0062 3.3662 6.8741
O 1.4275 3.1222 7.8996
C 1.5825 2.9209 5.5218
C 0.4123 2.1724 5.4120
C -0.0601 1.7613 4.1803
C 0.6017 2.0958 2.9857
S -0.0460 1.6982 1.4150
C 1.8092 2.8058 3.1125
C 2.2804 3.2114 4.3476
H 3.4867 4.2423 6.0556
H -0.1179 1.9210 6.3221
H -0.9622 1.1688 4.1092
H 2.3687 3.0215 2.2108
H 3.2263 3.7495 4.3610
C 3.2512 0.7661 -3.4652
C 2.1065 1.4222 -2.6832
C 0.9689 1.7851 -3.6490
C 2.6140 2.7028 -1.9988
C 1.5993 0.5076 -1.6477
C 1.1402 -0.1775 -0.7535
H 3.6732 1.4690 -4.1938
H 2.8928 -0.1188 -3.9957
H 4.0397 0.4474 -2.7814
H 1.3237 2.4794 -4.4209
H 0.1481 2.2575 -3.1023
H 0.5831 0.8853 -4.1359
H 2.9231 3.4440 -2.7471
H 3.4646 2.4719 -1.3549
H 1.8291 3.1253 -1.3681
*
```